No. 1
Here is one molecule with the formula C19H26FN3OS from OMol25. Energies are from ωB97M-V with the def2-TZVPD basis set.

Structure (XYZ):
```
51
C19H26FN3OS | OMol25 | ωB97M-V with the def2-TZVPD basis set
O -2.883 0.026 -0.755
C -2.741 -1.153 -0.489
C -1.403 -1.859 -0.674
N -0.417 -0.871 -1.021
C 0.820 -0.867 -0.464
S 1.340 -2.242 0.315
N 1.569 0.251 -0.619
C 1.018 1.368 -1.366
C -0.190 2.010 -0.714
C -1.124 2.675 -1.501
C -2.235 3.266 -0.933
C -2.405 3.178 0.436
F -3.492 3.745 0.999
C -1.490 2.532 1.245
C -0.380 1.953 0.661
C 2.970 0.340 -0.201
C 3.164 0.201 1.311
C 4.629 0.444 1.663
C 5.526 -0.539 0.917
C 5.327 -0.401 -0.589
C 3.867 -0.646 -0.954
N -3.723 -1.945 -0.023
C -5.050 -1.476 0.219
C -5.827 -2.028 1.374
C -6.211 -2.388 -0.033
H -1.492 -2.608 -1.472
H -1.097 -2.378 0.244
H -0.865 0.016 -1.242
H 0.755 1.045 -2.383
H 1.799 2.127 -1.463
H -0.985 2.721 -2.572
H -2.971 3.773 -1.536
H -1.655 2.480 2.309
H 0.336 1.432 1.278
H 3.296 1.352 -0.471
H 2.874 -0.799 1.630
H 2.532 0.926 1.830
H 4.767 0.331 2.740
H 4.908 1.467 1.396
H 6.572 -0.357 1.173
H 5.274 -1.556 1.220
H 5.960 -1.116 -1.117
H 5.622 0.604 -0.905
H 3.592 -1.665 -0.686
H 3.717 -0.524 -2.030
H -3.527 -2.912 0.187
H -5.131 -0.426 -0.026
H -6.463 -1.358 1.930
H -5.361 -2.789 1.981
H -7.113 -1.967 -0.448
H -6.003 -3.391 -0.373
```

The SMILES is O=C(CNC(=S)N(Cc1ccc(F)cc1)C1CCCCC1)NC1CC1. The value obtained for the highest occupied orbital energy is -7.8 eV. The energy is -40195.90764 eV.

No. 2
Here is C19H26FeIN4O4S as an isolated structure at a distorted geometry from OMol25. Energies are from ωB97M-V with the def2-TZVPD basis set.

Structure (XYZ):
```
56
C19H26FeIN4O4S | OMol25 | ωB97M-V with the def2-TZVPD basis set
C -3.303 0.732 -4.339
I -3.241 -0.303 -6.087
H -3.705 1.753 -4.379
H -3.628 0.170 -3.445
H -2.177 0.858 -4.322
C 2.916 -1.385 -1.960
C 2.940 -0.321 -2.791
N 1.644 0.131 -2.911
C 0.780 -0.627 -2.154
N 1.600 -1.579 -1.584
H 3.715 -2.018 -1.632
H 3.762 0.123 -3.317
C -4.308 -1.376 0.627
C -2.614 -0.271 -0.427
N -3.118 -1.501 -0.057
H -5.388 0.462 1.200
N -3.513 0.605 0.126
H -4.876 -2.209 1.006
Fe -0.971 0.086 -1.585
C 0.039 2.083 -0.875
O -0.711 2.943 -1.339
C -4.564 -0.055 0.726
C -3.474 2.049 0.118
H -4.300 2.386 0.759
H -3.611 2.442 -0.903
H -2.518 2.401 0.534
C -2.482 -2.781 -0.256
H -3.217 -3.566 -0.040
H -1.627 -2.882 0.426
H -2.133 -2.882 -1.291
C 1.226 -2.687 -0.733
H 1.767 -3.580 -1.086
H 0.145 -2.850 -0.782
H 1.515 -2.464 0.307
C 1.283 1.205 -3.806
H 0.472 0.888 -4.472
H 2.180 1.440 -4.385
H 0.956 2.093 -3.253
C 4.984 0.529 4.610
C 3.648 0.604 3.917
C 2.470 0.708 4.657
C 1.236 0.712 4.034
C 1.188 0.618 2.655
C 2.346 0.601 1.868
C 3.577 0.575 2.519
S -0.374 0.444 1.823
O -1.473 0.542 2.780
O -0.408 1.756 1.070
O -0.272 -0.800 1.060
H 5.221 1.464 5.127
H 4.970 -0.266 5.362
H 5.783 0.315 3.891
H 2.532 0.778 5.734
H 0.312 0.777 4.581
H 2.296 0.604 0.773
H 4.505 0.525 1.920
```

Its charge is -2. The value obtained for the highest occupied orbital energy (spin up / spin down) is 2.1 / -1.4 eV. The energy is -87592.21900 eV. Its spin multiplicity is 6.

No. 3
Here is one molecule with the formula C19H26N2O3S from OMol25. Energies are from ωB97M-V with the def2-TZVPD basis set.

Structure (XYZ):
```
51
C19H26N2O3S | OMol25 | ωB97M-V with the def2-TZVPD basis set
C 6.603 -3.155 -0.348
O 5.632 -4.075 0.096
C 4.359 -3.652 0.269
C 3.447 -4.616 0.712
C 2.132 -4.282 0.917
C 1.670 -2.979 0.697
C 0.239 -2.712 0.956
O -0.541 -3.611 1.192
C -0.207 -1.257 0.963
C -1.735 -1.132 0.903
C -2.157 0.218 1.502
N -1.108 1.197 1.293
C -0.936 1.877 0.132
S 0.426 2.791 -0.142
N -1.895 1.777 -0.822
C -2.016 2.740 -1.889
C -2.986 3.863 -1.487
C -3.264 4.841 -2.635
C -4.570 4.305 -3.219
C -5.263 3.776 -1.966
O -4.237 3.273 -1.130
C 0.026 0.933 2.157
C 0.299 -0.578 2.245
C 2.583 -2.026 0.250
C 3.908 -2.353 0.038
H 6.723 -2.327 0.357
H 6.356 -2.759 -1.338
H 7.534 -3.716 -0.407
H 3.806 -5.619 0.884
H 1.423 -5.022 1.259
H 0.230 -0.745 0.101
H -2.186 -1.952 1.463
H -2.062 -1.213 -0.134
H -3.111 0.559 1.096
H -2.284 0.132 2.584
H -2.794 1.404 -0.549
H -2.395 2.221 -2.774
H -1.027 3.153 -2.095
H -2.578 4.368 -0.602
H -3.410 5.848 -2.244
H -2.449 4.857 -3.354
H -4.372 3.489 -3.915
H -5.156 5.068 -3.725
H -5.793 4.587 -1.446
H -5.966 2.964 -2.163
H 0.888 1.457 1.739
H -0.179 1.345 3.151
H -0.218 -1.021 3.099
H 1.367 -0.750 2.379
H 2.278 -1.011 0.047
H 4.583 -1.588 -0.312
```

The SMILES is COc1ccc(C(=O)C2CCN(C(=S)NC[C@H]3CCCO3)CC2)cc1. The value obtained for the highest occupied orbital energy is -7.9 eV. The energy is -40082.95773 eV.

No. 4
Here is one molecule with the formula C19H26N2O3S at a distorted geometry from OMol25. Energies are from ωB97M-V with the def2-TZVPD basis set.

Structure (XYZ):
```
51
C19H26N2O3S | OMol25 | ωB97M-V with the def2-TZVPD basis set
C 2.183 4.683 5.549
C 2.058 4.260 3.959
C 1.001 3.257 3.702
C 0.828 2.922 2.338
C -0.486 2.210 2.009
H -1.326 2.604 2.472
C -0.454 0.669 3.018
N 0.851 -0.038 2.413
C 0.873 -0.710 1.280
N -0.266 -1.019 0.534
C 0.286 -1.868 -0.488
C 1.537 -2.105 -0.615
S 2.157 -1.404 0.665
C 2.164 -2.983 -1.720
H 1.442 -3.505 -2.283
C 2.590 -1.951 -2.632
C 1.268 -1.262 -3.419
O 0.751 -1.768 -4.259
O 1.218 -0.126 -3.053
H 0.367 0.196 -3.230
H 3.259 -1.049 -2.312
H 3.303 -2.533 -3.340
H 3.043 -3.546 -1.286
C -0.950 -2.232 -1.314
C -1.609 -0.982 -2.081
C -2.827 -1.379 -2.894
C -3.192 -2.548 -3.297
C -2.068 -3.712 -2.927
C -1.234 -3.433 -1.808
H -0.670 -4.287 -1.554
H -2.281 -4.659 -3.289
O -3.960 -2.845 -4.276
C -4.788 -2.008 -4.758
H -4.337 -1.114 -5.247
H -5.461 -1.449 -3.920
H -5.307 -2.590 -5.486
H -3.407 -0.398 -3.275
H -1.701 -0.303 -1.342
H 1.740 0.134 2.857
H -0.190 0.779 4.036
H -1.361 -0.001 2.599
H -0.328 1.720 1.274
H 1.774 2.442 2.205
H 0.692 3.874 1.839
H 1.227 2.579 4.520
H -0.081 3.782 4.032
H 2.921 3.834 3.754
H 1.785 5.173 3.391
H 1.395 5.289 5.746
H 2.483 3.925 6.298
H 3.087 5.474 5.611
```

The value obtained for the highest occupied orbital energy is -7.6 eV. The energy is -40069.41303 eV.

Question: Which formula does entry 2 have?
Answer: C19H26FeIN4O4S

Question: Look up the energy of the first one.
Answer: -40195.90764 eV